DFT (the ωB97M-V functional and the def2-TZVPD basis) results for a 2-piece molecular cluster, C4H11NO2S overall at a distorted geometry.

Geometry as XYZ:
```
19
C4H11NO2S, DFT the ωB97M-V functional and the def2-TZVPD basis
O 1.64516 -2.38944 0.22137
C 1.20108 -1.57824 0.99260
N 1.59779 -0.26223 0.98743
C 0.66331 0.79644 1.36801
C -0.54638 0.90211 0.42802
C -0.21680 1.49986 -0.92271
S -0.76015 0.55274 -2.38483
H 0.49122 -1.76535 1.81131
H 2.36956 -0.01990 0.38832
H 0.32243 0.59766 2.37931
H 1.23662 1.72272 1.42396
H -1.00502 -0.08880 0.43958
H -1.28930 1.44169 1.02895
H -0.70774 2.46153 -1.05159
H 0.84319 1.74002 -0.97612
H 0.44706 0.18357 -2.82940
O -2.36687 -2.20166 -1.00072
H -1.80678 -2.18229 -1.78721
H -2.11838 -1.41043 -0.51628
```

SMILES	O=CNCCCS.O
calculated total energy	-20746.4183	eV
energy relative to the best compared isomer or geometry (same formula, charge and spin)	0.885	eV
total charge	0
HOMO-LUMO gap	0.3703	Eh